5 unconnected molecules or ions with the total composition C22H55NO8P2S. Source: the OMol25 dataset; level of theory: ωB97M-V/def2-TZVPD.

The geometry in XYZ format:
```
89
Properties=species:S:1:pos:R:3:lowdin_charge:R:1
C 2.73058 -1.45317 0.92950 -0.091
C 3.66014 -2.38984 0.16421 -0.203
C 4.70157 -1.77852 -0.80688 -0.343
C 4.37051 -1.84152 -2.31542 -0.401
P 3.77771 -3.44033 -3.02439 0.724
O 2.50103 -3.26820 -3.76229 -0.426
C 5.53640 -1.30176 -3.17895 -0.428
P 7.05327 -2.35463 -3.00692 0.749
N 6.79681 -3.75334 -2.36645 -0.291
C 5.87889 0.14413 -2.83381 -0.221
O 6.22883 0.23443 -1.44012 -0.248
S 5.02434 -0.06186 -0.42691 0.642
O 5.59749 0.06139 0.87252 -0.234
O 3.90789 0.73705 -0.84712 -0.256
H 3.25826 -0.84532 1.66528 0.079
H 2.00920 -2.07296 1.45761 0.070
H 2.16533 -0.79917 0.26731 0.062
H 4.21544 -2.99301 0.88558 0.123
H 3.02964 -3.08321 -0.39181 0.068
H 5.66963 -2.25321 -0.63796 0.106
H 3.49140 -1.20652 -2.48677 0.129
H 4.83992 -3.92295 -3.80235 0.000
H 3.75694 -4.33799 -1.94431 0.019
H 5.24583 -1.33263 -4.23454 0.120
H 7.98587 -1.48580 -2.40839 0.021
H 7.50271 -2.34261 -4.34461 0.005
H 7.38795 -3.99776 -1.58389 -0.013
H 5.04063 0.81174 -3.04228 0.129
H 6.75799 0.50417 -3.36989 0.127
C 1.56216 3.06241 1.10396 -0.068
C 0.67916 1.90000 0.68926 -0.275
O -0.01599 1.28165 1.76061 -0.156
C -0.92073 2.11284 2.46904 -0.274
C -2.01931 2.69107 1.59607 -0.077
H 2.28707 2.74387 1.85427 0.084
H 2.10885 3.42714 0.23319 0.077
H 0.98629 3.89512 1.51115 0.066
H 1.29916 1.10944 0.26998 0.089
H -0.01958 2.21210 -0.09621 0.095
H -0.38726 2.91458 2.99249 0.111
H -1.34882 1.46258 3.23337 0.112
H -1.61624 3.35842 0.83297 0.062
H -2.72018 3.26759 2.20230 0.069
H -2.56701 1.89627 1.08644 0.086
C -1.25611 1.63055 -3.16187 -0.073
C -2.76019 1.49335 -3.00036 -0.275
O -3.29027 2.20628 -1.89468 -0.168
C -3.12184 3.61289 -1.92154 -0.294
C -3.80494 4.30653 -3.08667 -0.077
H -0.74181 1.31606 -2.25232 0.067
H -0.91808 0.99749 -3.98372 0.078
H -0.95805 2.65450 -3.39114 0.068
H -3.01677 0.45283 -2.80048 0.118
H -3.27040 1.77958 -3.92720 0.107
H -2.05672 3.87391 -1.89990 0.105
H -3.55209 3.95354 -0.97883 0.114
H -3.38091 4.01069 -4.04699 0.067
H -3.68130 5.38628 -2.99059 0.077
H -4.87182 4.07989 -3.09747 0.082
C -0.36100 -4.85566 -2.07867 -0.075
C 0.46037 -5.10529 -0.82715 -0.276
O 0.61148 -3.95790 -0.00379 -0.181
C -0.60278 -3.39559 0.47871 -0.272
C -1.41836 -4.34141 1.34144 -0.076
H 0.07433 -4.04468 -2.66427 0.069
H -0.36531 -5.75672 -2.69411 0.080
H -1.39822 -4.61027 -1.84616 0.066
H 1.47880 -5.37809 -1.11186 0.105
H 0.05177 -5.94579 -0.25539 0.107
H -1.20855 -3.02196 -0.35365 0.109
H -0.29854 -2.52722 1.06235 0.109
H -1.77073 -5.20823 0.78106 0.066
H -2.29568 -3.81751 1.72378 0.078
H -0.83048 -4.69447 2.18990 0.082
C -5.57456 2.28652 2.90998 -0.080
C -4.83142 2.01811 4.20648 -0.279
O -4.89385 3.08091 5.14259 -0.159
C -6.19045 3.44039 5.58772 -0.283
C -6.94033 2.32010 6.28748 -0.081
H -5.20769 3.20039 2.44039 0.074
H -5.41410 1.45766 2.21884 0.080
H -6.64980 2.38736 3.06229 0.066
H -3.76662 1.89633 4.00473 0.100
H -5.18086 1.08178 4.65659 0.109
H -6.78963 3.83489 4.75894 0.107
H -6.02113 4.26412 6.28160 0.118
H -7.15621 1.48802 5.61638 0.065
H -7.89400 2.69741 6.65992 0.076
H -6.36490 1.94080 7.13283 0.081
```

HOMO-LUMO gap	9.9	eV
electronic energy	-2608.69701	Eh
LUMO	0.482	eV
structure (SMILES)	CC[C@H]1[C@H]([PH2]=O)[C@H]([PH2]=N)COS1(=O)=O.CCOCC.CCOCC.CCOCC.CCOCC